#one
The following is a quantum chemistry calculation of a cluster of 2 separate species, C6H11NO in total, from OMol25.

Output
Gap between HOMO and LUMO, eV: 8.8

Last columns: bonded neighbours and bond lengths (Å).
CARTESIAN COORDINATES (ANGSTROEM)
1 C -2.68368 -0.16360 -0.06976  C2 1.640, H7 1.177, H8 1.107
2 C -1.08811 0.20972 0.00008  C1 1.640, C3 1.419, H10 1.043, O19 1.522
3 C -0.35583 0.64032 1.13720  C2 1.419, C4 1.538, H11 1.160, H12 1.073
4 C 1.02970 0.40756 0.51256  C3 1.538, C5 1.558, C6 1.588, N18 1.502
5 C 1.94556 -0.82654 0.25561  C4 1.558, C6 1.288, H15 1.131, H16 1.057
6 C 0.70876 -1.05220 -0.02543  C4 1.588, C5 1.288, H17 1.261, O19 1.432
7 H -3.05160 -1.22478 0.28199  C1 1.177
8 H -3.29795 0.49732 0.57138  C1 1.107
9 H -2.97748 0.27229 -1.41907  no bonds
10 H -1.20491 1.05303 -0.60260  C2 1.043
11 H -0.30237 0.09633 2.16040  C3 1.160
12 H -0.46255 1.70398 1.23372  C3 1.073
13 H 0.65261 1.23729 -1.38302  N18 1.003
14 H 2.36861 1.22419 -1.17637  N18 1.255
15 H 2.38085 -1.65777 0.88626  C5 1.131
16 H 2.64021 -0.67732 -0.52645  C5 1.057
17 H -0.09198 -1.57471 0.79681  C6 1.261
18 N 1.26435 1.38699 -0.60235  C4 1.502, H13 1.003, H14 1.255
19 O -0.35530 -0.74379 -0.93352  C2 1.522, C6 1.432

Electronic structure analysis, Löwdin charges in units of e:
1 C -0.030
2 C -0.401
3 C -0.131
4 C -0.310
5 C -0.083
6 C -0.320
7 H 0.083
8 H 0.035
9 H 0.188
10 H 0.083
11 H 0.158
12 H 0.118
13 H 0.032
14 H 0.195
15 H 0.148
16 H 0.096
17 H 0.210
18 N 0.028
19 O -0.100

---

#two
The following is a quantum chemistry calculation of an isolated molecule of C6H11NO, from OMol25.

Output
SMILES: CC1(N)[C@@H]2COC[C@H]21
Gap between HOMO and LUMO, eV: 9.9

Last columns: bonded neighbours and bond lengths (Å).
CARTESIAN COORDINATES (ANGSTROEM)
1 C 1.90604 -1.00228 -0.54407  C2 1.509, H9 1.089, H10 1.095, H11 1.106
2 C 1.01530 0.08330 0.00827  C1 1.509, N3 1.446, C4 1.494, C8 1.552
3 N 1.73891 1.24960 0.46387  C2 1.446, H12 1.053, H13 1.018
4 C -0.29810 0.26823 -0.67981  C2 1.494, C5 1.517, C8 1.574, H14 1.094
5 C -1.57545 1.08441 -0.62595  C4 1.517, O6 1.461, H15 1.096, H16 1.096
6 O -2.43407 0.06074 -0.03419  C5 1.461, C7 1.506
7 C -1.57732 -1.00483 0.59770  O6 1.506, C8 1.524, H17 1.116, H18 1.115
8 C -0.27357 -0.24479 0.80764  C2 1.552, C4 1.574, C7 1.524, H19 1.094
9 H 1.35858 -1.77150 -1.08679  C1 1.089
10 H 2.48933 -1.47638 0.25166  C1 1.095
11 H 2.62751 -0.49266 -1.21029  C1 1.106
12 H 1.02921 1.99719 0.67992  N3 1.053
13 H 2.15648 1.11642 1.38219  N3 1.018
14 H -0.50137 -0.58182 -1.33819  C4 1.094
15 H -1.97703 1.33841 -1.61363  C5 1.096
16 H -1.50803 1.99732 -0.02398  C5 1.096
17 H -2.14386 -1.27973 1.51920  C7 1.116
18 H -1.53239 -1.89187 -0.07711  C7 1.115
19 H -0.50017 0.55025 1.52355  C8 1.094

Electronic structure analysis, Löwdin charges in units of e:
1 C -0.025
2 C -0.484
3 N 0.078
4 C -0.162
5 C -0.154
6 O -0.169
7 C -0.145
8 C -0.114
9 H 0.082
10 H 0.084
11 H 0.092
12 H 0.102
13 H 0.085
14 H 0.133
15 H 0.117
16 H 0.113
17 H 0.120
18 H 0.120
19 H 0.127

---

Relative energy table, unit kcal/mol: #one 133.0; #two 0.0

---

#one
The following is a quantum chemistry calculation of a cluster of 3 separate species, C3H12N2O3 in total, from OMol25.

Output
SMILES: CNC(=O)CN.O.O
Gap between HOMO and LUMO, eV: 9.8

Last columns: bonded neighbours and bond lengths (Å).
CARTESIAN COORDINATES (ANGSTROEM)
1 C 0.46829 2.69573 -0.10430  N2 1.492, H7 1.097, H8 1.085, H9 1.101
2 N -0.14674 1.48697 -0.72563  C1 1.492, C3 1.450, H10 0.934
3 C 0.49300 0.22512 -0.40879  N2 1.450, O4 1.184, C5 1.490
4 O 1.58346 0.22660 0.05234  C3 1.184
5 C -0.31519 -0.98384 -0.73252  C3 1.490, N6 1.490, H11 1.084, H12 1.120
6 N -1.61420 -0.82466 -0.02058  C5 1.490, H13 0.960, H14 1.013
7 H -0.16422 3.53529 -0.41718  C1 1.097
8 H 0.54045 2.45967 0.95194  C1 1.085
9 H 1.49255 2.92061 -0.44092  C1 1.101
10 H -1.06143 1.45193 -0.91241  N2 0.934
11 H 0.21129 -1.89454 -0.47074  C5 1.084
12 H -0.55848 -0.92665 -1.82392  C5 1.120
13 H -2.08678 -1.63462 0.18516  N6 0.960
14 H -1.54723 -0.18973 0.76650  N6 1.013
15 O -0.91433 -0.40778 3.27032  H16 1.018, H17 0.991
16 H -1.05038 0.56485 3.00195  O15 1.018
17 H -0.20224 -0.62883 3.92315  O15 0.991
18 O 1.80853 -2.86146 -1.79537  H19 0.949, H20 0.954
19 H 0.93929 -3.13635 -2.05934  O18 0.949
20 H 2.12436 -2.07831 -2.23967  O18 0.954

Electronic structure analysis, Löwdin charges in units of e:
1 C -0.070
2 N 0.016
3 C -0.502
4 O 0.099
5 C -0.178
6 N 0.022
7 H 0.082
8 H 0.070
9 H 0.082
10 H 0.047
11 H 0.095
12 H 0.126
13 H 0.032
14 H 0.047
15 O -0.117
16 H 0.073
17 H 0.060
18 O -0.047
19 H 0.023
20 H 0.040

---

#two
The following is a quantum chemistry calculation of a cluster of 3 separate species, C3H12N2O3 in total, from OMol25.

Output
Gap between HOMO and LUMO, eV: 3.7

Last columns: bonded neighbours and bond lengths (Å).
CARTESIAN COORDINATES (ANGSTROEM)
1 C -2.57050 -0.20648 0.72047  C2 1.472, N6 1.516, H7 1.089, H8 1.089
2 C -1.20392 -0.09754 1.25539  C1 1.472, C3 1.445, H10 1.100
3 C -0.02331 -0.01232 0.42712  C2 1.445, N4 1.554, O5 1.415, H9 1.096
4 N 0.02807 1.34457 -0.32776  C3 1.554, H11 1.021, H12 1.018
5 O 0.18480 -0.95655 -0.60588  C3 1.415, H15 0.974
6 N -2.61859 -1.39249 -0.22257  C1 1.516, H13 1.025, H14 1.021
7 H -3.10678 0.54972 0.14896  C1 1.089
8 H -3.21711 -0.39404 1.57678  C1 1.089
9 H 0.90871 -0.05200 1.00224  C3 1.096
10 H -1.08157 -0.39843 2.30648  C2 1.100
11 H 1.00402 1.64418 -0.29672  N4 1.021
12 H -0.61273 2.01269 0.09494  N4 1.018
13 H -1.99318 -1.13892 -0.99365  N6 1.025
14 H -2.12565 -2.13315 0.27805  N6 1.021
15 H 1.06259 -0.65519 -0.90046  O5 0.974
16 H 2.88223 -0.12743 -2.69742  O17 0.960
17 O 2.40290 0.32558 -2.00029  H16 0.960
18 H 3.01209 0.53568 -0.69860  O20 1.054
19 H 3.98900 0.48921 0.58764  O20 0.958
20 O 3.07892 0.66291 0.34529  H18 1.054, H19 0.958

Electronic structure analysis, Löwdin charges in units of e:
1 C -0.214
2 C 0.182
3 C -0.435
4 N 0.176
5 O -0.029
6 N 0.100
7 H 0.139
8 H 0.114
9 H 0.124
10 H 0.152
11 H 0.070
12 H 0.074
13 H 0.087
14 H 0.084
15 H 0.049
16 H -0.064
17 O -0.383
18 H -0.046
19 H 0.003
20 O -0.182

---

#three
The following is a quantum chemistry calculation of a cluster of 3 separate species, C3H12N2O3 in total, from OMol25.

Output
SMILES: C[C@@H](N)C(N)=O.O.O
Gap between HOMO and LUMO, eV: 9.6

Last columns: bonded neighbours and bond lengths (Å).
CARTESIAN COORDINATES (ANGSTROEM)
1 C -0.88273 0.92420 -1.34345  C2 1.585, H7 1.096, H8 1.160, H9 1.103
2 C -0.15822 0.09927 -0.20006  C1 1.585, N3 1.423, C4 1.612, H10 1.073
3 N -0.91035 -0.68267 0.72058  C2 1.423, H11 1.048, H12 1.037
4 C 0.98368 -0.87615 -0.78686  C2 1.612, N5 1.313, O6 1.212
5 N 0.70041 -1.49480 -1.91027  C4 1.313, H13 1.032, H14 1.005
6 O 2.03296 -0.87883 -0.18124  C4 1.212
7 H -1.42277 0.22605 -1.99328  C1 1.096
8 H 0.02313 1.40567 -1.88462  C1 1.160
9 H -1.54920 1.57892 -0.75763  C1 1.103
10 H 0.45986 0.81142 0.31173  C2 1.073
11 H -1.35154 -0.05560 1.43552  N3 1.048
12 H -1.78577 -1.01466 0.27525  N3 1.037
13 H 1.50400 -1.81474 -2.47387  N5 1.032
14 H -0.21667 -1.42138 -2.31479  N5 1.005
15 O -2.42693 2.52452 0.88193  H16 0.948, H17 0.982
16 H -1.74707 2.47816 1.54059  O15 0.948
17 H -2.57768 3.48659 0.75803  O15 0.982
18 O 1.36238 -0.36214 2.26692  H19 0.918, H20 0.934
19 H 1.55650 -0.31464 1.37090  O18 0.918
20 H 1.17319 -1.27572 2.30131  O18 0.934

Electronic structure analysis, Löwdin charges in units of e:
1 C -0.046
2 C -0.394
3 N 0.034
4 C -0.512
5 N 0.185
6 O 0.045
7 H 0.056
8 H 0.115
9 H 0.039
10 H 0.115
11 H 0.095
12 H 0.093
13 H 0.141
14 H 0.097
15 O -0.060
16 H 0.030
17 H 0.069
18 O -0.038
19 H -0.081
20 H 0.017

---

Relative energy table, unit kcal/mol: #one 10.1; #two 125.8; #three 0.0